# C3H4IN4

2 unconnected molecules or ions with the total composition C3H4IN4 (ωB97M-V/def2-TZVPD, the OMol25 dataset).

Last column: Löwdin charge in e.
Cartesian coordinates (Å):
N -1.468 2.485 0.927  -0.20
H -0.473 -1.503 0.990  0.04
N 0.570 2.052 0.295  -0.05
H 0.547 -2.430 -1.469  0.06
I 2.458 -1.216 0.909  0.63
H -0.964 -1.310 -1.329  0.08
H 0.733 -0.805 -1.704  0.03
C 0.379 -1.080 0.374  -0.71
C -0.144 1.016 0.608  -0.38
N -1.443 1.209 0.940  -0.07
C 0.132 -1.444 -1.098  -0.28
N -0.328 3.026 0.556  -0.15

energy relative to the best compared isomer or geometry (same formula, charge and spin) = 60.5 kcal per mole
Kohn-Sham gap = 7.80 eV
electronic energy = -17234.4661 eV
2S+1 = 1
total charge = -1